Formula: C3H12NO3
Source: OMol25
Level of theory: wB97M-V/def2-TZVPD

Its HOMO-LUMO gap is 8.20 eV. The value obtained for the energy relative to the best compared isomer or geometry (same formula, charge and spin) is 0.8201 eV. The calculation puts the electronic energy at -10938.583 eV. As for the LUMO energy: 0.1496 hartree. Its charge is -1.

Element x y z (Å)
C1 0.055 1.881 0.314
N1 0.881 1.078 -0.631
C2 1.019 -0.387 -0.264
O1 -0.094 -1.106 -0.610
C3 -0.833 1.163 1.342
H1 -0.568 2.543 -0.291
H2 0.731 2.504 0.908
H3 0.273 1.047 -1.449
H4 1.920 -0.624 -0.842
H5 1.117 -0.403 0.834
H6 -1.860 1.466 1.376
H7 -0.746 0.081 1.276
H8 -0.602 1.412 2.387
H9 -0.335 -2.000 0.690
H10 0.479 -2.640 2.003
O2 -0.353 -2.558 1.538
H11 0.011 -1.346 -2.154
H12 -0.953 -0.803 -3.266
O3 -0.143 -1.307 -3.162

Formula: C5H11NO
Source: OMol25
Level of theory: wB97M-V/def2-TZVPD

Its HOMO-LUMO gap is 10.65 eV. The value obtained for the energy relative to the best compared isomer or geometry (same formula, charge and spin) is 0.2324 eV. The calculation puts the electronic energy at -8901.465 eV. As for the LUMO energy: 0.0330 hartree.

Element x y z (Å)
C1 -1.710 -0.640 -0.357
C2 -0.826 0.549 -0.727
C3 0.468 0.646 0.099
C4 0.210 1.101 1.532
N1 1.192 -0.622 0.135
C5 1.719 -1.199 -0.971
O1 1.664 -0.733 -2.094
H1 -1.248 -1.582 -0.670
H2 -1.896 -0.700 0.721
H3 -2.682 -0.569 -0.855
H4 -0.555 0.486 -1.786
H5 -1.377 1.489 -0.591
H6 1.126 1.377 -0.389
H7 -0.246 2.096 1.533
H8 -0.476 0.420 2.050
H9 1.141 1.153 2.107
H10 1.270 -1.111 1.014
H11 2.225 -2.159 -0.750

Formula: C21H45LaN2OP3S
Source: OMol25
Level of theory: wB97M-V/def2-TZVPD

Its HOMO-LUMO gap (spin up / spin down) is 4.60 / 4.60 eV. The value obtained for the energy relative to the best compared isomer or geometry (same formula, charge and spin) is 1.3558 eV. The calculation puts the electronic energy at -67070.706 eV. As for the LUMO energy (spin up / spin down): -0.3944 / -0.3944 hartree. Its charge is +3.

Element x y z (Å)
La1 1.886 0.286 0.336
P1 -0.045 2.517 -0.136
P2 -1.966 -0.206 0.969
P3 -1.380 -1.256 -3.641
H1 3.914 -1.228 0.838
C1 3.978 -0.692 -0.137
C2 4.168 0.684 -0.230
H2 4.692 1.263 0.559
C3 0.690 3.676 1.092
C4 -1.796 3.049 -0.021
C5 0.398 3.346 -1.714
C6 -2.050 -2.033 1.111
C7 -2.254 0.155 2.758
C8 -3.707 0.126 0.422
C9 -0.437 -0.999 -5.136
C10 -2.342 0.147 -3.099
C11 -2.148 -2.866 -3.535
H3 4.136 -1.349 -1.004
H4 4.071 1.211 -1.198
H5 1.589 3.260 1.575
H6 -0.053 3.888 1.875
H7 0.958 4.603 0.568
H8 -2.229 2.781 0.954
H9 -2.405 2.582 -0.808
H10 -1.839 4.143 -0.141
H11 1.355 2.965 -2.097
H12 0.486 4.426 -1.527
H13 -0.377 3.155 -2.470
H14 -3.044 -2.356 1.454
H15 -1.284 -2.369 1.824
H16 -1.835 -2.471 0.128
H17 -3.249 -0.202 3.070
H18 -2.206 1.240 2.916
H19 -1.477 -0.327 3.366
H20 -4.363 -0.701 0.734
H21 -3.751 0.222 -0.671
H22 -4.072 1.065 0.865
H23 -1.134 -0.884 -5.984
H24 0.227 -1.862 -5.307
H25 0.177 -0.092 -5.029
H26 -2.404 0.911 -3.890
H27 -1.871 0.607 -2.215
H28 -3.373 -0.145 -2.849
H29 -2.389 -3.191 -4.555
H30 -3.039 -2.830 -2.894
H31 -1.395 -3.537 -3.088
C12 1.848 -1.802 -2.526
C13 1.725 -3.211 -2.379
C14 2.660 -4.018 -3.010
C15 3.584 -3.451 -3.898
C16 3.486 -2.101 -4.259
C17 2.573 -1.271 -3.623
O1 1.279 -0.993 -1.627
H32 -0.437 -1.470 -2.620
H33 0.960 -3.608 -1.691
H34 2.686 -5.090 -2.794
H35 4.356 -4.078 -4.340
H36 4.152 -1.670 -5.014
H37 2.482 -0.202 -3.841
S1 2.555 0.826 3.010
C18 1.134 0.839 3.987
N1 0.580 1.981 4.420
C19 -0.573 2.024 5.328
C20 -0.462 0.884 6.322
C21 -0.171 -0.459 5.678
N2 0.558 -0.323 4.399
H38 0.914 2.834 3.979
H39 -1.510 1.963 4.756
H40 -0.544 2.989 5.846
H41 -1.388 0.814 6.900
H42 0.342 1.109 7.033
H43 -1.102 -1.005 5.475
H44 0.432 -1.077 6.357
H45 1.073 -1.147 4.094

Formula: C44H76B2N6O28V
Source: OMol25
Level of theory: wB97M-V/def2-TZVPD

Its HOMO-LUMO gap is 2.89 eV. The calculation puts the electronic energy at -140163.249 eV. As for the LUMO energy: 0.0415 hartree. Its charge is -3.

Element x y z (Å)
O1 4.490 7.892 -6.229
V1 3.426 6.950 -5.510
O2 2.894 5.847 -6.413
N1 -0.773 9.304 -3.953
O3 -1.980 9.106 -4.227
O4 0.144 8.895 -4.636
O5 -0.598 9.915 -2.954
N2 6.231 5.941 -2.308
O6 6.763 5.512 -1.315
O7 5.564 6.924 -2.371
O8 6.199 5.349 -3.353
O9 0.555 4.241 -1.919
C1 -0.239 3.427 -1.363
O10 -0.106 2.159 -1.238
B1 -1.249 1.468 -0.570
O11 -2.215 2.601 -0.370
C2 -1.679 3.763 -0.804
O12 -2.245 4.854 -0.879
O13 -1.064 0.732 0.706
C3 -1.716 -0.382 0.708
O14 -1.727 -1.171 1.593
C4 -2.263 -0.660 -0.689
O15 -1.994 0.436 -1.391
O16 -2.752 -1.680 -1.093
O17 0.298 8.008 2.425
C5 1.313 7.792 3.104
O18 1.990 6.687 3.143
B2 3.025 6.852 4.177
O19 2.919 8.344 4.551
C6 1.908 8.904 4.017
O20 1.537 10.055 4.202
O21 4.375 6.452 3.580
C7 4.918 5.461 4.141
O22 5.951 4.874 3.814
C8 3.899 5.138 5.308
O23 2.956 6.001 5.407
O24 4.199 4.326 6.136
C9 -4.508 -0.999 7.737
C10 -5.150 0.405 8.121
C11 -5.020 0.809 9.661
C12 -3.600 0.801 10.175
C13 -2.800 1.888 9.383
C14 -2.943 1.796 7.851
N3 -4.348 1.476 7.437
O25 -4.578 1.424 6.029
C15 -2.581 3.189 7.276
C16 -1.807 0.857 7.323
C17 -6.627 0.543 7.793
H1 -3.454 -0.995 7.461
H2 -5.049 -1.468 6.915
H3 -4.426 -1.729 8.543
H4 -5.455 1.806 9.724
H5 -5.486 0.143 10.387
H6 -3.148 -0.163 9.940
H7 -3.571 1.112 11.220
H8 -1.755 1.903 9.693
H9 -3.122 2.877 9.709
H10 -1.583 3.316 7.694
H11 -2.585 3.149 6.187
H12 -3.092 4.100 7.587
H13 -1.497 -0.027 7.880
H14 -2.005 0.543 6.299
H15 -0.863 1.367 7.130
H16 -7.117 1.476 8.071
H17 -7.164 -0.246 8.319
H18 -6.884 0.230 6.781
H19 -4.167 0.569 5.883
C18 -2.588 1.729 -6.734
C19 -3.747 2.619 -7.222
C20 -3.692 2.671 -8.777
C21 -4.363 1.529 -9.548
C22 -5.779 1.318 -8.931
C23 -5.862 0.974 -7.424
N4 -5.037 1.997 -6.752
O26 -5.136 2.010 -5.356
C24 -7.300 1.230 -6.914
C25 -5.392 -0.517 -7.191
C26 -3.684 4.074 -6.616
H20 -2.635 0.701 -7.092
H21 -2.553 1.658 -5.647
H22 -1.626 2.166 -7.003
H23 -4.041 3.650 -9.102
H24 -2.642 2.660 -9.070
H25 -3.662 0.704 -9.421
H26 -4.460 1.771 -10.606
H27 -6.336 0.582 -9.512
H28 -6.407 2.190 -9.111
H29 -7.627 2.215 -7.247
H30 -8.074 0.563 -7.293
H31 -7.473 1.298 -5.840
H32 -5.872 -0.750 -6.241
H33 -5.737 -1.204 -7.964
H34 -4.309 -0.612 -7.115
H35 -2.670 4.458 -6.728
H36 -3.887 4.137 -5.547
H37 -4.404 4.721 -7.117
H38 -4.417 1.399 -5.183
C27 8.923 -1.152 3.981
C28 7.712 -1.651 3.130
C29 6.422 -1.756 3.988
C30 5.068 -2.010 3.258
C31 4.923 -1.136 2.051
C32 6.157 -1.129 1.078
N5 7.457 -0.964 1.790
O27 8.533 -0.916 0.930
C33 6.011 -2.435 0.166
C34 5.882 0.031 0.126
C35 7.951 -3.198 2.821
H39 8.847 -0.104 4.268
H40 9.937 -1.237 3.590
H41 8.985 -1.595 4.975
H42 6.565 -2.404 4.852
H43 6.326 -0.783 4.469
H44 4.338 -1.702 4.007
H45 4.947 -3.083 3.111
H46 4.506 -0.206 2.439
H47 4.047 -1.587 1.586
H48 4.974 -2.453 -0.168
H49 6.681 -2.310 -0.684
H50 6.231 -3.415 0.591
H51 6.022 0.956 0.684
H52 6.630 0.029 -0.667
H53 4.855 0.155 -0.217
H54 7.095 -3.675 2.343
H55 8.037 -3.803 3.724
H56 8.833 -3.566 2.295
H57 8.542 -1.844 0.685
C36 -1.634 -6.197 -4.554
C37 -0.712 -7.316 -3.973
C38 0.668 -7.119 -4.624
C39 1.841 -7.774 -3.918
C40 1.919 -7.244 -2.538
C41 0.666 -7.506 -1.692
N6 -0.559 -7.140 -2.522
O28 -1.755 -7.043 -1.770
C42 0.588 -9.000 -1.181
C43 0.725 -6.572 -0.481
C44 -1.192 -8.647 -4.572
H58 -2.641 -6.269 -4.143
H59 -1.911 -6.318 -5.601
H60 -1.327 -5.187 -4.284
H61 0.676 -7.605 -5.600
H62 0.863 -6.047 -4.652
H63 2.733 -7.551 -4.505
H64 1.752 -8.860 -3.919
H65 2.179 -6.190 -2.436
H66 2.767 -7.742 -2.069
H67 1.581 -9.425 -1.033
H68 -0.148 -9.087 -0.382
H69 0.032 -9.495 -1.977
H70 -0.122 -6.622 0.204
H71 1.573 -6.803 0.165
H72 0.779 -5.542 -0.832
H73 -0.510 -9.484 -4.421
H74 -1.429 -8.688 -5.635
H75 -2.119 -8.874 -4.044
H76 -1.876 -6.118 -1.545

Formula: C13H18N2O7STi
Source: OMol25
Level of theory: wB97M-V/def2-TZVPD

Its HOMO-LUMO gap (spin up / spin down) is 5.47 / 9.28 eV. The value obtained for the energy relative to the best compared isomer or geometry (same formula, charge and spin) is 0.2662 eV. As for the spin multiplicity: 3. The calculation puts the electronic energy at -65035.578 eV. As for the LUMO energy (spin up / spin down): 0.0008 / 0.0009 hartree.

Element x y z (Å)
Ti1 1.081 -1.537 -0.897
O1 -1.098 -4.481 1.068
C1 -0.339 -3.492 0.699
O2 -0.396 -2.893 -0.409
C2 0.568 -2.971 1.682
C3 0.775 -3.433 2.970
C4 1.758 -2.727 3.745
C5 2.446 -1.630 3.180
C6 2.245 -1.344 1.810
N1 1.263 -1.962 1.119
C7 2.867 -0.260 0.968
O3 3.567 0.604 1.454
O4 2.477 -0.359 -0.307
H1 -1.662 -4.910 0.364
H2 0.254 -4.261 3.409
H3 1.905 -3.013 4.788
H4 3.048 -0.880 3.703
O5 1.599 -1.902 -2.599
N2 2.516 -2.887 -2.306
O6 2.197 -3.262 -1.159
C8 0.858 2.969 0.073
C9 0.128 3.265 -1.233
C10 0.360 2.300 -2.379
S1 -0.701 0.734 -2.380
O7 -0.165 -0.009 -1.113
C11 -2.414 1.336 -2.066
C12 -2.643 1.413 -0.600
C13 -3.952 2.161 -0.258
H5 0.776 3.785 0.814
H6 1.935 2.967 -0.130
H7 0.577 2.020 0.526
H8 0.461 4.256 -1.622
H9 -0.931 3.398 -1.076
H10 1.413 1.974 -2.465
H11 0.010 2.768 -3.334
H12 -3.039 0.615 -2.593
H13 -2.526 2.259 -2.599
H14 -1.787 1.920 -0.131
H15 -2.657 0.415 -0.178
H16 -3.833 3.232 -0.464
H17 -4.192 2.086 0.808
H18 -4.748 1.737 -0.878

Formula: C19H26BrClNO6Si2V
Source: OMol25
Level of theory: wB97M-V/def2-TZVPD

Its HOMO-LUMO gap is 7.32 eV. The value obtained for the energy relative to the best compared isomer or geometry (same formula, charge and spin) is 0.0751 eV. The calculation puts the electronic energy at -157887.315 eV. As for the LUMO energy: -0.2557 hartree. Its charge is +2.

Element x y z (Å)
V1 -1.389 -1.146 -0.079
C1 -2.004 -1.267 -3.740
Si1 -3.380 -0.879 -2.548
C2 -4.633 0.214 -3.385
C3 -4.213 -2.422 -1.907
C4 -2.674 0.071 -0.981
C5 -3.600 -0.042 0.188
C6 -4.889 0.422 0.409
C7 -5.472 0.130 1.630
C8 -4.786 -0.615 2.590
C9 -3.515 -1.057 2.305
N1 -2.962 -0.747 1.127
Si2 -2.001 1.881 -1.173
C10 -1.655 2.541 0.538
C11 -3.320 2.971 -1.916
C12 -0.480 1.822 -2.252
H1 -2.452 -1.675 -4.649
H2 -1.292 -2.006 -3.375
H3 -1.452 -0.371 -4.029
H4 -5.169 -0.415 -4.102
H5 -4.166 1.021 -3.946
H6 -5.374 0.644 -2.712
H7 -4.723 -2.909 -2.742
H8 -4.973 -2.195 -1.155
H9 -3.532 -3.163 -1.487
H10 -5.410 0.990 -0.349
H11 -6.475 0.478 1.843
H12 -5.240 -0.851 3.541
H13 -2.927 -1.651 2.991
H14 -2.565 2.562 1.143
H15 -1.320 3.576 0.438
H16 -0.888 1.997 1.085
H17 -4.289 2.855 -1.428
H18 -3.455 2.828 -2.987
H19 -3.011 4.008 -1.762
H20 0.184 0.989 -2.010
H21 0.095 2.741 -2.121
H22 -0.743 1.754 -3.309
O1 0.294 -4.272 0.335
Cl1 -0.834 -3.755 -0.307
O2 -1.547 -4.651 -1.105
O3 -0.442 -2.521 -1.123
O4 -1.745 -3.050 0.664
Br1 8.088 0.970 5.799
C13 9.169 0.669 4.314
C14 10.544 0.747 4.386
C15 11.304 0.510 3.245
C16 10.722 0.192 2.014
C17 9.358 0.108 1.910
C18 8.584 0.349 3.069
C19 7.204 0.263 2.984
O5 6.091 0.178 2.869
O6 -0.266 -0.265 0.498
H23 11.023 0.990 5.324
H24 12.381 0.575 3.321
H25 11.344 0.014 1.149
H26 8.877 -0.137 0.972

electronic energy of number 3 (C21H45LaN2OP3S)?
-67070.706 eV

electronic energy of number 1 (C3H12NO3)?
-10938.583 eV

What is the formula in the fourth record?
C44H76B2N6O28V